Entry 1:
A 11-piece molecular cluster, C67H75IN15O4P overall. Source: the OMol25 dataset; level of theory: ωB97M-V with the def2-TZVPD basis set.

```
163
Properties=species:S:1:pos:R:3:forces:R:3
C 2.638 -5.873 -1.117 0.1 0.6 0.0
C 3.195 -5.675 -0.074 0.2 -0.2 0.3
C 3.791 -5.349 1.257 -0.8 -0.2 -1.7
P 2.491 -5.899 2.499 0.3 0.0 1.8
C 1.219 -4.579 2.415 0.3 -0.4 -0.8
O 1.761 -7.161 1.723 0.1 0.4 -0.2
N 4.073 -3.919 1.156 -0.1 -0.3 0.5
C 4.172 -3.077 2.372 0.3 0.9 0.1
C 5.587 -2.621 2.762 -0.4 0.2 0.4
C 5.176 -3.920 0.305 -0.3 0.3 0.6
N 5.329 -2.960 -0.526 1.3 -0.7 0.2
C 6.386 -2.893 -1.537 -0.4 0.0 -0.6
C 6.355 -4.087 -2.510 -0.1 0.5 -0.6
C 5.522 -3.780 -3.772 0.6 -0.6 0.1
I 6.388 -4.852 -5.447 -0.3 0.1 0.2
C 4.329 -1.785 -0.506 -1.8 1.4 -0.2
O 3.335 -2.009 -1.176 0.4 -0.4 -0.2
O 4.700 -0.819 0.151 0.8 -0.4 0.2
N 5.948 -5.079 0.466 0.5 0.3 0.9
C 7.388 -4.908 0.714 0.9 -0.4 -0.5
C 8.320 -5.731 -0.182 -0.2 -0.1 -0.3
C 8.349 -7.230 -0.056 -0.2 0.1 0.2
N 9.091 -5.202 -1.035 0.1 0.2 0.1
C 5.221 -5.993 1.357 -2.1 -0.1 -1.7
C 5.142 -7.412 0.809 0.7 -0.5 0.5
O 5.626 -5.856 2.733 0.8 -0.5 0.0
C 5.629 -6.964 3.414 -0.5 0.5 0.1
N 5.527 -7.899 4.076 0.3 -0.2 0.0
H 2.132 -5.778 -2.049 0.0 -0.4 -0.1
H 1.672 -3.592 2.410 -0.1 0.1 0.1
H 0.588 -4.714 3.289 -0.1 0.1 0.0
H 0.631 -4.708 1.504 0.0 0.1 0.0
H 1.632 -7.867 2.365 0.1 -0.1 0.0
H 3.598 -2.170 2.173 -0.1 0.0 0.1
H 3.704 -3.560 3.226 0.0 -0.4 -0.2
H 6.350 -3.385 2.638 0.0 0.0 -0.1
H 5.568 -2.381 3.827 0.0 0.0 0.0
H 5.828 -1.693 2.247 0.2 -0.2 -0.3
H 6.166 -1.999 -2.121 0.0 0.1 0.1
H 7.372 -2.722 -1.112 -0.1 -0.1 0.3
H 7.376 -4.271 -2.831 0.1 -0.2 0.2
H 5.945 -4.989 -2.062 0.3 -0.1 0.2
H 4.508 -4.149 -3.689 -0.1 0.3 0.0
H 5.567 -2.737 -4.059 -0.2 0.0 0.0
H 7.692 -3.872 0.590 -0.3 0.1 0.1
H 7.634 -5.167 1.747 -0.3 0.0 0.1
H 9.291 -7.614 -0.434 0.1 0.1 0.0
H 8.208 -7.551 0.978 0.1 0.0 0.0
H 7.548 -7.674 -0.647 0.0 0.0 0.0
H 8.983 -4.187 -1.049 0.1 0.0 0.0
H 5.964 -8.047 1.141 0.0 0.1 0.1
H 4.211 -7.886 1.116 0.0 0.0 0.1
H 5.170 -7.403 -0.275 -0.1 0.3 0.0
N 2.572 4.642 -1.728 0.1 -0.1 0.0
C 2.704 3.636 -2.594 0.0 0.1 0.0
C 3.364 2.453 -2.303 0.0 0.1 0.0
C 3.924 2.300 -1.045 0.1 -0.1 0.0
C 3.798 3.337 -0.133 0.0 0.0 -0.1
C 3.116 4.479 -0.523 -0.1 0.1 0.0
H 2.249 3.795 -3.566 0.0 -0.1 0.0
H 3.433 1.668 -3.044 0.0 0.0 0.0
H 4.441 1.387 -0.777 -0.1 0.0 0.0
H 4.219 3.260 0.860 0.0 0.0 0.0
H 2.991 5.312 0.162 0.0 0.0 0.0
N -1.256 3.031 -3.581 -0.1 0.0 0.1
C -0.784 3.413 -2.393 0.0 0.0 -0.2
C -1.526 3.387 -1.223 0.1 0.0 0.0
C -2.836 2.943 -1.288 -0.1 0.0 0.0
C -3.349 2.543 -2.513 0.0 0.0 0.1
C -2.520 2.606 -3.623 0.1 0.0 -0.1
H 0.242 3.756 -2.381 -0.1 0.0 0.1
H -1.090 3.707 -0.286 0.0 0.0 0.0
H -3.448 2.908 -0.394 0.0 0.0 0.0
H -4.365 2.188 -2.612 0.0 0.0 -0.1
H -2.882 2.298 -4.597 -0.1 0.0 0.0
N -5.571 0.994 -4.633 0.0 -0.1 -0.1
C -5.976 -0.054 -3.918 0.0 0.1 0.0
C -6.053 -1.345 -4.417 -0.1 0.0 -0.1
C -5.696 -1.558 -5.738 0.0 -0.1 0.0
C -5.275 -0.480 -6.500 0.0 0.0 0.0
C -5.228 0.770 -5.901 0.0 0.1 0.0
H -6.247 0.156 -2.889 0.0 -0.1 0.0
H -6.380 -2.157 -3.785 0.1 0.0 0.0
H -5.742 -2.552 -6.166 0.0 0.0 0.0
H -4.985 -0.603 -7.535 0.0 0.0 0.0
H -4.898 1.640 -6.459 0.0 0.0 0.0
N -4.663 -3.053 -1.691 -0.1 -0.1 0.1
C -3.854 -2.510 -0.783 0.0 0.1 -0.1
C -3.800 -2.920 0.541 0.0 0.0 0.0
C -4.635 -3.949 0.946 0.0 0.0 0.1
C -5.484 -4.524 0.016 0.0 0.0 0.0
C -5.458 -4.042 -1.283 0.0 0.1 -0.1
H -3.219 -1.707 -1.142 0.0 0.0 0.0
H -3.121 -2.443 1.234 0.0 0.0 0.0
H -4.626 -4.299 1.971 0.0 0.0 0.0
H -6.152 -5.329 0.294 0.0 0.0 0.0
H -6.106 -4.466 -2.044 0.0 0.0 0.0
N -7.533 -3.907 -9.205 -0.1 0.0 0.1
C -8.324 -4.962 -9.395 0.1 0.0 0.0
C -9.529 -5.150 -8.734 0.0 0.0 0.0
C -9.934 -4.191 -7.820 0.0 0.0 0.0
C -9.124 -3.087 -7.608 0.0 0.0 0.0
C -7.941 -2.994 -8.324 0.1 0.0 -0.1
H -7.968 -5.689 -10.116 0.0 0.0 0.0
H -10.131 -6.026 -8.932 0.0 0.0 0.0
H -10.867 -4.301 -7.283 0.0 0.0 0.0
H -9.401 -2.315 -6.904 0.0 0.0 0.0
H -7.279 -2.146 -8.191 -0.1 0.0 0.0
N -1.075 4.922 1.764 0.0 0.1 0.1
C 0.061 4.866 2.457 0.0 -0.1 -0.1
C 0.515 5.893 3.272 0.0 0.0 0.0
C -0.251 7.045 3.372 0.1 0.1 0.0
C -1.435 7.118 2.655 0.0 0.0 0.0
C -1.799 6.035 1.871 -0.1 -0.1 -0.1
H 0.632 3.950 2.348 0.0 0.0 0.0
H 1.446 5.791 3.813 0.0 0.0 0.0
H 0.071 7.872 3.996 -0.1 -0.1 0.0
H -2.063 7.998 2.702 0.0 0.0 0.0
H -2.719 6.053 1.295 0.0 0.1 0.0
N -7.113 7.617 1.047 0.1 0.0 -0.1
C -6.409 6.517 0.781 -0.1 0.0 0.1
C -5.576 6.383 -0.319 0.0 0.0 0.0
C -5.468 7.449 -1.196 0.0 0.0 -0.1
C -6.194 8.600 -0.938 0.0 0.0 0.0
C -6.996 8.632 0.193 -0.1 0.0 0.1
H -6.523 5.705 1.492 0.0 0.0 0.0
H -5.025 5.465 -0.483 0.0 0.0 0.0
H -4.828 7.383 -2.067 0.0 0.0 0.0
H -6.140 9.456 -1.596 0.0 0.0 0.0
H -7.578 9.515 0.434 0.0 0.0 0.0
N -6.764 -7.022 2.719 0.1 -0.1 0.0
C -6.623 -8.041 1.872 -0.1 0.1 0.0
C -5.917 -9.197 2.166 0.0 0.0 0.0
C -5.319 -9.303 3.411 0.0 0.0 0.0
C -5.453 -8.254 4.305 0.0 0.0 0.0
C -6.184 -7.143 3.912 -0.1 0.1 0.0
H -7.105 -7.916 0.908 0.0 -0.1 0.0
H -5.839 -9.992 1.437 0.0 0.0 0.0
H -4.758 -10.189 3.679 0.0 0.0 0.0
H -5.003 -8.295 5.288 0.0 0.0 0.0
H -6.316 -6.302 4.584 0.0 0.0 0.0
N 0.207 9.479 5.654 0.1 0.1 0.1
C 0.233 9.102 6.932 -0.1 -0.1 -0.1
C 0.834 9.843 7.938 0.0 0.0 0.0
C 1.448 11.038 7.598 0.0 0.0 0.0
C 1.435 11.443 6.272 0.0 0.0 0.0
C 0.800 10.631 5.345 -0.1 0.0 -0.1
H -0.253 8.158 7.152 0.0 0.0 0.0
H 0.822 9.490 8.959 0.0 0.0 0.0
H 1.931 11.644 8.354 0.0 0.0 0.0
H 1.905 12.366 5.962 0.0 0.0 0.0
H 0.761 10.909 4.297 0.0 0.1 0.0
N 6.174 9.288 2.868 -0.1 0.0 0.0
C 5.290 8.518 2.234 0.1 0.0 0.0
C 3.966 8.384 2.625 0.0 0.0 0.0
C 3.536 9.087 3.738 -0.1 -0.1 0.0
C 4.441 9.891 4.412 0.0 0.0 0.0
C 5.742 9.957 3.936 0.1 0.0 0.0
H 5.670 7.985 1.370 0.0 0.0 0.0
H 3.291 7.746 2.070 0.0 0.0 0.0
H 2.511 9.007 4.076 0.0 0.0 0.0
H 4.145 10.455 5.286 0.0 0.0 0.0
H 6.482 10.576 4.431 0.0 0.0 0.0
```
Forces are in eV/Å.

The calculation puts the HOMO energy at -8.81 eV. As for the total charge: 0. The value obtained for the HOMO-LUMO gap is 8.82 eV.

Mulliken atomic charge list, values in e, 2 entries:
1. C -0.12
2. C -1.74


Entry 2:
C26H23Cl2F6N4O13P2S2Ti as an isolated structure. Source: the OMol25 dataset; level of theory: ωB97M-V with the def2-TZVPD basis set.

```
79
Properties=species:S:1:pos:R:3:forces:R:3
Ti -0.483 -0.257 -0.943 0.3 -0.5 0.1
C 2.609 0.315 -4.037 0.0 0.0 0.0
O 2.378 -1.109 -3.780 0.0 0.0 0.0
C 1.639 -1.169 -2.702 0.0 -0.1 0.0
N 1.362 -0.085 -2.075 -0.2 -0.1 -0.1
C 2.034 1.028 -2.788 0.0 0.0 0.0
C 3.078 1.710 -1.940 0.0 0.0 0.0
C 3.800 1.026 -0.970 0.0 0.0 0.0
C 4.785 1.681 -0.245 0.0 0.0 0.0
C 5.058 3.019 -0.491 0.0 0.0 0.0
C 4.345 3.703 -1.466 0.0 0.0 0.0
C 3.356 3.050 -2.186 0.0 0.0 0.0
C 1.157 -2.475 -2.229 0.1 0.0 -0.1
C 1.424 -3.647 -2.905 0.0 0.0 0.1
C 0.955 -4.831 -2.350 0.0 0.0 0.0
C 0.302 -4.782 -1.134 0.0 0.0 0.0
C 0.085 -3.551 -0.516 -0.1 -0.1 0.2
N 0.468 -2.404 -1.079 -0.1 0.3 -0.1
C -0.508 -3.500 0.841 0.0 -0.1 0.0
N -0.595 -2.456 1.538 0.3 -0.4 0.2
C -1.219 -2.842 2.812 0.0 0.0 0.0
C -1.264 -4.384 2.734 0.0 0.0 0.0
O -0.921 -4.680 1.351 0.0 0.0 0.0
C -0.445 -2.251 3.964 0.0 0.0 0.0
C -1.050 -1.346 4.826 0.0 -0.1 0.1
C -0.320 -0.745 5.843 0.0 0.0 0.0
C 1.025 -1.044 6.001 0.0 0.0 0.0
C 1.638 -1.949 5.142 0.0 0.0 0.0
C 0.906 -2.548 4.129 0.0 0.0 0.0
H 2.079 0.557 -4.955 0.0 0.0 0.0
H 3.679 0.457 -4.160 0.0 0.0 0.0
H 1.282 1.755 -3.087 0.0 0.0 0.0
H 3.595 -0.019 -0.768 0.0 0.0 0.0
H 5.343 1.145 0.512 0.0 0.0 0.0
H 5.826 3.529 0.075 0.0 0.0 0.0
H 4.553 4.746 -1.662 0.0 0.0 0.0
H 2.789 3.589 -2.937 0.0 0.0 0.0
H 1.977 -3.619 -3.832 0.0 0.0 0.0
H 1.116 -5.776 -2.850 0.0 0.0 0.0
H -0.045 -5.677 -0.640 0.0 0.0 0.0
H -2.228 -2.423 2.821 0.0 0.0 0.0
H -2.247 -4.803 2.929 0.0 0.0 0.0
H -0.525 -4.863 3.374 0.0 0.0 0.0
H -2.099 -1.104 4.699 0.0 0.0 0.0
H -0.804 -0.047 6.513 0.0 0.0 0.0
H 1.595 -0.579 6.794 0.0 0.0 0.0
H 2.686 -2.188 5.265 0.0 0.0 0.0
H 1.393 -3.243 3.454 0.0 0.0 0.0
O -3.597 -2.547 0.548 0.0 -0.1 0.0
P -3.403 -1.115 -0.088 0.1 0.1 -0.2
O -4.235 -0.051 0.442 0.0 0.0 0.0
O -1.835 -0.895 0.035 -0.5 0.5 -0.3
O -3.538 -1.423 -1.660 0.0 0.1 0.0
P -2.886 -0.551 -2.854 0.0 0.0 0.0
O -3.106 0.926 -2.420 -0.1 0.1 0.0
O -3.252 -1.027 -4.168 0.0 0.0 0.0
O -1.314 -0.646 -2.491 0.0 0.3 0.2
H -4.459 -2.628 0.981 0.0 0.0 0.0
H -3.800 1.540 -2.747 0.1 -0.1 0.0
Cl 1.213 -0.076 1.139 0.1 0.2 0.0
C 0.568 0.876 2.544 0.0 0.0 0.1
Cl -1.165 1.071 2.538 0.0 0.0 -0.2
H 1.043 1.847 2.476 0.0 0.0 0.0
H 0.875 0.313 3.420 0.0 0.0 0.0
F -0.477 4.821 0.344 0.0 0.0 0.0
C 0.188 4.071 -0.513 0.0 0.0 0.0
F 1.111 3.367 0.140 0.0 0.0 0.0
F 0.773 4.832 -1.421 0.0 0.0 0.0
S -1.007 2.916 -1.396 0.0 0.0 0.1
O -0.643 1.612 -0.685 0.0 0.0 -0.3
O -0.640 2.898 -2.774 0.0 0.0 0.0
N -2.393 3.296 -0.940 -0.1 0.0 0.0
S -3.463 4.153 -1.801 0.0 0.0 0.0
O -2.900 5.340 -2.346 0.0 0.0 0.0
O -4.255 3.288 -2.633 0.0 0.0 0.0
C -4.547 4.629 -0.385 0.0 0.0 0.0
F -3.852 5.349 0.486 0.0 0.0 0.0
F -5.546 5.353 -0.869 0.0 0.0 0.0
F -5.023 3.546 0.208 0.0 0.0 0.0
```
Forces are in eV/Å.

The calculation puts the HOMO energy at -11.96 eV. As for the total charge: +1. The value obtained for the HOMO-LUMO gap is 7.29 eV.

Mulliken atomic charge list, values in e, 2 entries:
1. Ti -0.38
2. C -0.65


Entry 3:
C47H44Br2F3MoN3O3 as an isolated structure. Source: the OMol25 dataset; level of theory: ωB97M-V with the def2-TZVPD basis set.

```
103
Properties=species:S:1:pos:R:3:forces:R:3
Mo 1.287 -0.033 -0.080 2.5 0.9 0.5
Br 2.460 -4.573 1.780 -0.1 0.1 0.0
C 3.623 -3.161 1.399 -0.6 0.3 -0.2
C 5.000 -3.339 1.622 0.3 0.0 0.1
C 5.912 -2.362 1.328 0.0 -0.2 0.0
Br 7.728 -2.656 1.709 -0.1 0.0 -0.1
C 5.493 -1.149 0.717 -0.2 0.0 0.0
C 6.324 -0.095 0.302 -0.1 0.1 -0.1
C 5.759 1.006 -0.296 0.1 0.0 0.0
C 4.382 1.053 -0.503 -0.1 0.0 -0.2
N 3.570 0.074 -0.128 -0.3 0.0 -0.1
C 4.112 -1.002 0.492 -0.1 -0.1 0.1
C 3.161 -1.966 0.885 1.1 -0.1 0.1
O 1.884 -1.616 0.659 -0.4 -1.2 0.8
H 5.335 -4.277 2.042 0.0 0.0 0.0
H 7.394 -0.158 0.446 0.0 0.0 0.1
H 6.365 1.843 -0.612 0.0 0.0 0.0
H 3.933 1.913 -0.982 0.0 -0.1 0.1
C -2.841 3.240 2.480 0.1 -0.1 -0.1
C -1.539 2.536 2.074 0.1 0.1 0.2
C -0.637 2.406 3.311 -0.1 0.0 -0.2
C -0.878 3.272 0.914 0.1 -0.3 -0.1
C -0.782 4.661 0.936 0.0 0.0 0.1
C -0.327 5.375 -0.157 0.0 0.1 0.0
C 0.015 4.724 -1.332 0.0 0.0 0.0
C -0.024 3.341 -1.392 0.0 -0.3 0.0
C 0.312 2.559 -2.652 0.1 0.2 0.0
C 1.688 1.917 -2.502 -0.4 0.1 -0.2
C 0.286 3.398 -3.929 0.0 0.0 0.1
C -0.416 2.634 -0.249 0.0 0.7 0.0
N -0.406 1.195 -0.311 -1.3 0.5 0.2
C -1.570 0.645 -0.454 0.4 0.6 -0.3
C -1.550 -0.793 -0.379 0.5 -0.7 -0.1
N -0.368 -1.297 -0.178 -1.5 -0.5 0.0
C -0.380 -2.730 -0.088 0.0 -0.7 0.1
C -0.974 -3.324 1.040 0.1 0.3 -0.1
C -1.091 -4.710 1.035 0.1 -0.1 0.0
C -0.642 -5.467 -0.034 0.0 0.0 0.0
C -0.067 -4.852 -1.135 -0.1 0.0 0.0
C 0.065 -3.471 -1.190 0.1 0.2 0.0
C 0.590 -2.831 -2.473 -0.2 0.1 0.1
C 1.761 -1.879 -2.262 0.0 -0.5 0.0
C -0.515 -2.153 -3.296 0.0 -0.2 0.0
C -1.509 -2.507 2.210 0.1 -0.2 0.2
C -2.805 -3.091 2.775 0.0 0.1 -0.1
C -0.470 -2.382 3.334 -0.1 0.1 -0.2
C -2.886 -1.295 -0.637 -0.2 -0.1 0.0
C -3.490 -2.527 -0.739 0.1 0.1 0.0
C -4.863 -2.570 -1.056 -0.1 0.0 0.0
C -5.610 -1.436 -1.275 0.0 0.0 0.0
C -5.014 -0.152 -1.193 0.1 0.0 0.0
C -5.630 1.105 -1.417 0.0 0.0 0.1
C -4.908 2.273 -1.311 -0.2 0.1 0.0
C -3.537 2.288 -0.986 0.1 -0.1 0.0
C -2.913 1.083 -0.759 -0.3 0.1 0.0
C -3.660 -0.123 -0.865 0.1 0.0 0.0
H -3.411 2.601 3.155 0.0 0.0 0.0
H -3.464 3.470 1.615 0.0 0.0 0.0
H -2.623 4.167 3.009 -0.1 0.0 0.0
H -1.803 1.528 1.747 0.0 0.0 0.0
H -0.228 3.378 3.584 0.0 0.0 0.0
H 0.183 1.708 3.152 0.1 0.0 0.0
H -1.228 2.038 4.150 0.0 0.0 0.0
H -1.082 5.198 1.827 0.0 0.0 0.0
H -0.268 6.455 -0.104 0.0 0.0 0.0
H 0.294 5.298 -2.205 0.0 0.0 0.0
H -0.435 1.767 -2.762 0.0 0.0 0.0
H 2.444 2.679 -2.315 0.0 -0.1 0.1
H 1.965 1.335 -3.381 0.0 -0.1 0.1
H 1.693 1.237 -1.614 0.3 0.2 -0.4
H 1.127 4.092 -3.969 0.0 0.0 0.0
H -0.637 3.973 -3.993 0.0 0.0 0.0
H 0.343 2.747 -4.802 0.0 0.0 0.0
H -1.553 -5.208 1.877 0.0 0.0 0.0
H -0.759 -6.543 -0.020 0.0 0.0 0.0
H 0.249 -5.453 -1.979 0.0 0.0 0.0
H 0.988 -3.648 -3.081 0.0 0.0 0.0
H 1.406 -0.998 -1.666 0.0 -0.2 -1.2
H 2.121 -1.475 -3.207 0.0 0.2 0.1
H 2.583 -2.353 -1.729 0.0 0.1 0.0
H -0.821 -1.199 -2.864 0.0 0.1 0.0
H -1.393 -2.795 -3.356 0.0 0.0 0.0
H -0.171 -1.963 -4.314 0.0 0.0 0.0
H -1.736 -1.498 1.860 0.0 0.0 0.1
H -2.617 -4.006 3.338 0.0 0.0 0.0
H -3.525 -3.310 1.984 0.0 0.0 0.1
H -3.264 -2.378 3.460 0.0 0.0 0.0
H -0.177 -3.369 3.691 0.1 0.0 0.0
H -0.898 -1.829 4.172 0.0 0.0 0.0
H 0.420 -1.852 3.000 0.2 0.0 0.0
H -2.944 -3.448 -0.585 0.0 0.0 0.0
H -5.340 -3.538 -1.128 0.0 0.0 0.0
H -6.663 -1.520 -1.515 0.0 0.0 0.0
H -6.682 1.142 -1.671 0.0 0.0 0.0
H -5.406 3.218 -1.483 0.0 0.0 0.0
H -3.004 3.229 -0.925 0.0 0.0 0.0
F 4.344 3.378 2.170 0.0 -0.1 0.0
C 3.100 3.244 1.748 -0.1 -0.1 -0.3
F 3.059 3.599 0.442 -0.1 0.1 0.2
F 2.316 4.068 2.434 -0.1 -0.1 -0.1
C 2.622 1.769 1.886 0.5 -0.2 0.6
O 3.080 1.021 2.699 -0.1 0.2 -0.2
O 1.656 1.483 1.029 -0.6 0.5 0.2
```
Forces are in eV/Å.

The calculation puts the HOMO energy (spin up / spin down) at -13.40 / -13.61 eV. As for the total charge: +2. The value obtained for the HOMO-LUMO gap (spin up / spin down) is 6.06 / 6.16 eV.

Mulliken atomic charge list, values in e, 2 entries:
1. Mo -1.99
2. Br -0.03


Entry 4:
A 2-piece molecular cluster, CH4IO2PS overall. Source: the OMol25 dataset; level of theory: ωB97M-V with the def2-TZVPD basis set.

```
10
Properties=species:S:1:pos:R:3:forces:R:3
C -0.245 -0.346 0.560 4.1 -6.1 3.7
O 1.277 0.530 -2.653 0.5 -0.3 -1.3
O -1.037 0.430 0.313 -4.7 4.3 -0.5
P -0.202 2.846 -1.295 -2.3 0.4 -2.9
S 0.812 0.985 -1.340 -2.3 -0.1 -1.5
I 2.551 2.307 -0.192 3.7 1.3 2.1
H -1.694 2.560 -1.563 1.8 0.1 0.8
H 0.035 -0.736 1.639 -0.5 0.9 -1.3
H 0.294 -0.919 -0.213 0.2 -0.3 -0.1
H -0.111 3.041 0.044 -0.6 -0.2 1.2
```
Forces are in eV/Å.

As for the multiplicity: 3. Its expectation value of S² is 2.010. The calculation puts the HOMO energy (spin up / spin down) at -6.78 / -9.22 eV. As for the total charge: 0. The value obtained for the HOMO-LUMO gap (spin up / spin down) is 7.02 / 5.99 eV.

Mulliken atomic charge list, values in e, 2 entries:
1. C -0.10
2. O -0.47